Entry from the OMol25 dataset: a structure of composition C12H7N2O4SbSe5W in a non-equilibrium geometry (ωB97M-V with the def2-TZVPD basis set).

Geometry as XYZ:
```
32
Properties=species:S:1:pos:R:3:forces:R:3
W 1.141655 -1.146631 -1.502677 -1.4 0.9 1.1
O 1.239385 2.662419 0.047557 0.0 0.0 0.3
C 1.073127 1.488382 -0.070572 -0.1 -0.1 -0.8
O 1.186841 0.834857 -1.246794 -0.1 -0.3 0.0
C 0.707923 0.535181 1.015209 0.0 0.0 0.3
C 0.626094 0.828264 2.364964 -0.1 -0.1 0.0
C 0.302311 -0.204144 3.241611 0.0 0.1 -0.2
C 0.073273 -1.482068 2.746806 -0.1 0.0 -0.3
C 0.202077 -1.693982 1.383469 0.1 0.3 0.0
N 0.506750 -0.694650 0.558343 0.6 -0.2 0.3
C 0.111668 -3.007193 0.671035 0.1 0.0 -0.2
O -0.294073 -4.004524 1.200572 0.0 -0.1 0.0
O 0.527593 -2.908237 -0.578082 -0.2 0.2 0.1
H 0.819636 1.837630 2.698213 0.0 0.0 0.0
H 0.239644 -0.013972 4.303556 0.0 0.0 0.0
H -0.181320 -2.318215 3.381645 0.0 0.0 0.0
Se 4.688342 -4.267054 -3.248828 0.3 -0.4 -0.1
Sb 3.160511 -2.561124 -2.864881 0.7 -0.7 -0.4
Se 2.820467 -0.230065 -3.383641 -0.1 0.7 -0.1
Se 0.688848 -2.809050 -3.372021 0.1 0.0 0.1
Se 3.243652 -1.705213 -0.351283 -0.2 -0.3 0.0
Se -1.413336 -0.806913 -1.833588 0.2 -0.2 -0.2
C -1.838992 0.892135 -1.081065 0.2 0.3 0.4
C -1.806475 2.047529 -1.850372 0.1 -0.1 -0.1
C -2.110051 3.258520 -1.250380 0.0 0.2 -0.1
N -2.435976 3.397493 0.031231 0.0 0.0 0.0
C -2.474159 2.289576 0.758401 0.0 0.0 0.1
C -2.187035 1.028679 0.259327 -0.1 -0.2 -0.1
H -1.539498 2.011593 -2.897972 0.0 0.0 0.0
H -2.077872 4.171328 -1.834638 0.0 0.0 0.0
H -2.747275 2.407361 1.801845 0.0 0.0 0.0
H -2.253738 0.162084 0.903005 0.0 0.0 0.1
```
Forces are in eV/Å.

Calculated values
* energy above the lowest of the compared OMol25 structures with the same formula, charge and spin: 0.4172 eV
* F_max: 1.993 eV Å⁻¹

Charges computed using Mulliken, reported in e: 0.1412, -0.5897, 0.1181, -0.1782, 0.4471, -0.6731, -0.5668, -0.5874, 0.3265, 0.6789, 0.2817, -0.6368, -0.0039, 0.6082, 0.4732, 0.5705, -0.4618, 0.5415, -0.1934, -0.1615, -0.2359, 0.0886, 0.1547, -0.2435, -0.3359, -0.6196, -0.4549, -0.2017, 0.4149, 0.3693, 0.4033, 0.5264